No. 1
Entry from OMol25: a molecular structure, C48H45N2P2SiW at a distorted geometry (ωB97M-V/def2-TZVPD).

```
99
Properties=species:S:1:pos:R:3:lowdin_charge:R:1
W -0.611 0.060 -1.202 1.12
C -0.483 1.189 -3.130 -0.21
C -0.666 2.099 -2.038 -0.29
C -2.003 1.970 -1.581 -0.18
C -2.613 0.974 -2.299 -0.12
C -1.672 0.439 -3.212 -0.15
H 0.373 1.150 -3.783 0.11
H 0.025 2.879 -1.788 0.06
H -2.443 2.577 -0.810 0.11
H -3.633 0.658 -2.203 0.12
H -1.839 -0.362 -3.918 0.14
C -4.536 2.231 2.952 -0.06
C -3.368 2.829 3.412 -0.06
C -2.168 2.587 2.770 -0.08
C -2.106 1.754 1.649 -0.33
C -3.275 1.165 1.205 -0.13
C -4.484 1.396 1.849 -0.07
P -0.470 1.356 0.892 0.98
C 0.376 2.967 0.939 -0.36
C 1.740 3.004 1.216 -0.11
C 2.424 4.207 1.238 -0.06
C 1.755 5.390 0.962 -0.06
C 0.397 5.364 0.675 -0.06
C -0.291 4.161 0.675 -0.10
C 0.195 0.424 2.303 -0.35
C 0.571 1.056 3.489 -0.08
C 0.559 0.353 4.679 -0.05
C 0.090 -0.955 4.703 -0.04
C -0.237 -1.593 3.519 -0.09
C -0.112 -0.931 2.297 -0.35
H -5.475 2.414 3.453 0.11
H -3.391 3.484 4.271 0.11
H -1.278 3.068 3.148 0.11
H -3.253 0.492 0.351 0.07
H -5.383 0.919 1.483 0.11
H 2.281 2.092 1.436 0.09
H 3.481 4.219 1.461 0.12
H 2.288 6.330 0.972 0.11
H -0.133 6.283 0.471 0.11
H -1.357 4.171 0.487 0.11
H 0.840 2.104 3.499 0.10
H 0.870 0.838 5.593 0.11
H -0.003 -1.484 5.640 0.11
H -0.589 -2.615 3.544 0.11
N 0.088 -2.378 -1.590 -0.07
P -0.093 -1.755 0.649 1.01
C -1.358 -3.006 0.978 -0.36
C -2.612 -2.604 1.421 -0.10
C -3.593 -3.547 1.670 -0.06
C -3.329 -4.898 1.483 -0.07
C -2.079 -5.304 1.044 -0.06
C -1.097 -4.357 0.785 -0.08
C 1.550 -2.567 0.836 -0.30
C 2.508 -2.567 -0.169 -0.14
C 3.714 -3.233 -0.023 -0.06
C 3.980 -3.938 1.139 -0.06
C 3.030 -3.967 2.147 -0.06
C 1.834 -3.287 1.998 -0.08
C -1.166 -2.660 -1.948 -0.48
C -1.655 -3.803 -2.634 0.00
C -2.994 -3.927 -2.827 -0.05
C -3.868 -2.931 -2.336 -0.05
C -3.322 -1.835 -1.736 -0.14
N -1.984 -1.671 -1.578 -0.08
H 0.761 -3.075 -1.880 0.08
H -2.829 -1.556 1.595 0.10
H -4.566 -3.227 2.018 0.11
H -4.097 -5.633 1.681 0.11
H -1.860 -6.353 0.903 0.11
H -0.123 -4.680 0.437 0.11
H 2.333 -2.033 -1.084 0.03
H 4.442 -3.197 -0.821 0.11
H 4.917 -4.464 1.258 0.11
H 3.216 -4.521 3.056 0.11
H 1.121 -3.346 2.802 0.09
H -0.955 -4.549 -2.984 0.12
H -3.394 -4.787 -3.346 0.12
H -4.938 -3.026 -2.422 0.11
H -3.941 -1.062 -1.311 0.10
C 2.233 -0.703 -3.135 -0.23
Si 1.954 0.521 -1.688 0.59
C 3.324 0.346 -0.386 -0.21
C 2.528 2.209 -2.456 -0.26
C 2.165 3.533 -2.196 -0.12
C 2.802 4.617 -2.780 -0.08
C 3.862 4.428 -3.648 -0.08
C 4.286 3.136 -3.901 -0.08
C 3.632 2.063 -3.318 -0.11
H 3.092 -1.356 -2.981 0.03
H 2.427 -0.135 -4.042 0.02
H 1.376 -1.345 -3.330 0.00
H 4.146 -0.259 -0.772 0.04
H 3.035 -0.081 0.573 0.02
H 3.727 1.344 -0.208 0.02
H 1.401 3.780 -1.467 0.06
H 2.468 5.618 -2.538 0.11
H 4.359 5.272 -4.106 0.11
H 5.129 2.959 -4.556 0.11
H 4.019 1.082 -3.548 0.09
```

The calculation puts the energy relative to the best compared isomer or geometry (same formula, charge and spin) at 29.5 kcal/mol. The calculation puts the LUMO energy at -2.5 eV. The net charge is +1.

No. 2
Entry from OMol25: a molecular structure, C23H65AsF6O9 at a distorted geometry (ωB97M-V/def2-TZVPD).

```
104
Properties=species:S:1:pos:R:3:lowdin_charge:R:1
O -2.313 2.755 -2.584 0.30
H -2.240 3.158 -1.716 0.08
H -3.222 2.623 -2.861 0.18
H -1.768 1.968 -2.657 0.10
As -0.390 0.176 0.599 1.04
F 0.259 1.701 1.456 -0.28
F -1.716 1.221 -0.157 -0.28
F -1.071 -1.267 -0.231 -0.26
F 0.952 -0.835 1.235 -0.26
F -1.319 -0.257 2.062 -0.22
F 0.604 0.470 -0.883 -0.26
C 4.437 1.641 1.579 -0.06
C 3.452 1.072 2.618 -0.26
O 3.227 -0.238 2.168 -0.10
H 5.436 1.246 1.763 0.07
H 4.503 2.701 1.823 0.07
H 4.198 1.466 0.530 0.08
H 2.500 1.603 2.606 0.11
H 3.809 1.117 3.647 0.12
H 2.344 -0.260 1.791 0.03
C 2.899 4.045 -1.848 -0.06
C 2.308 4.310 -0.518 -0.48
C 1.940 5.840 -0.237 -0.02
O 1.094 3.612 -0.456 -0.08
H 3.764 4.689 -2.007 0.09
H 2.208 4.218 -2.674 0.08
H 3.229 3.011 -1.943 0.08
H 2.938 4.022 0.324 0.12
H 1.620 5.933 0.800 0.07
H 1.234 6.111 -1.022 0.08
H 2.851 6.429 -0.339 0.07
H 1.208 2.840 0.102 0.05
C -3.897 4.325 -0.101 -0.04
C -2.525 4.917 0.250 -0.42
C -1.992 4.495 1.647 -0.03
O -1.517 4.528 -0.725 -0.09
H -4.234 4.838 -1.001 0.08
H -4.614 4.596 0.674 0.09
H -3.835 3.269 -0.367 0.06
H -2.582 6.005 0.210 0.13
H -2.742 4.851 2.353 0.08
H -1.021 4.865 1.976 0.08
H -1.942 3.406 1.659 0.07
H -0.745 4.308 -0.198 0.04
C 1.047 -3.196 -1.871 -0.05
C -0.090 -3.521 -2.861 -0.49
C -0.932 -4.768 -2.570 -0.06
O -0.960 -2.508 -2.659 -0.06
H 0.695 -3.141 -0.841 0.08
H 1.442 -2.232 -2.190 0.09
H 1.759 -4.015 -1.970 0.08
H 0.288 -3.652 -3.875 0.14
H -1.176 -5.055 -1.547 0.08
H -0.527 -5.743 -2.838 0.07
H -1.950 -4.791 -2.960 0.08
H -0.835 -2.346 -1.721 0.04
C -0.570 0.216 -6.053 -0.03
C -0.190 0.460 -4.561 -0.48
C 0.436 1.885 -4.263 -0.03
O -1.281 0.348 -3.748 -0.05
H 0.240 -0.377 -6.477 0.07
H -0.583 1.102 -6.688 0.07
H -1.486 -0.359 -6.192 0.08
H 0.648 -0.194 -4.321 0.13
H -0.386 2.594 -4.365 0.07
H 1.188 2.240 -4.967 0.08
H 0.845 1.856 -3.253 0.06
H -1.396 -0.569 -3.485 0.08
C -0.015 -5.331 4.332 -0.04
C -0.246 -3.879 4.760 -0.52
C -0.058 -2.833 3.679 -0.06
O -1.534 -3.731 5.257 -0.03
H -0.966 -5.795 4.070 0.09
H 0.561 -5.965 5.005 0.08
H 0.558 -5.317 3.405 0.05
H 0.433 -3.609 5.568 0.13
H -0.427 -3.137 2.699 0.08
H 1.010 -2.629 3.606 0.05
H -0.583 -1.907 3.909 0.08
H -1.548 -4.253 6.063 0.10
C -5.681 -1.182 -0.226 -0.03
C -4.425 -0.692 0.570 -0.57
C -4.750 0.069 1.761 -0.07
O -3.673 -1.821 0.827 -0.03
H -5.358 -1.462 -1.229 0.07
H -6.354 -0.342 -0.401 0.07
H -6.252 -1.893 0.370 0.08
H -3.849 0.025 -0.015 0.11
H -5.480 -0.417 2.408 0.10
H -5.134 1.030 1.417 0.08
H -3.836 0.409 2.248 0.07
H -2.790 -1.502 0.624 0.03
C 3.356 -3.971 2.365 0.01
C 4.438 -3.446 1.447 -0.38
C 3.927 -3.049 0.081 0.01
O 5.028 -2.273 1.968 0.29
H 3.733 -4.068 3.383 0.11
H 2.868 -4.900 2.070 0.11
H 2.576 -3.212 2.298 0.07
H 5.148 -4.260 1.301 0.16
H 3.101 -2.362 0.265 0.08
H 3.555 -3.862 -0.542 0.10
H 4.737 -2.616 -0.506 0.11
H 4.376 -1.579 2.088 0.08
```

Its expectation value of S² is 0.7543. The calculation puts the LUMO energy (spin up / spin down) at -2.8 / -8.6 eV. The net charge is +1. The spin multiplicity is 2.

No. 3
Entry from OMol25: a molecular structure, C33H21CeN8O3S3 at a distorted geometry (ωB97M-V/def2-TZVPD).

```
69
Properties=species:S:1:pos:R:3:lowdin_charge:R:1
Ce 0.123 0.655 0.704 1.62
N 1.087 -0.036 5.082 0.10
C 0.200 -0.147 4.117 -0.11
N 0.823 -0.073 2.964 0.00
C 2.139 0.080 3.339 -0.29
N 2.358 0.146 4.618 0.22
C 3.143 0.150 2.303 -0.16
C 4.493 -0.144 2.440 0.01
N 5.283 -0.409 1.379 0.16
C 4.738 -0.255 0.179 -0.04
C 3.424 0.150 0.037 -0.06
N 2.591 0.280 1.072 0.02
H 0.830 -0.101 6.074 0.20
H -0.858 -0.191 4.282 0.16
H 4.872 -0.254 3.488 0.16
H 5.338 -0.514 -0.699 0.14
H 3.025 0.324 -0.936 0.09
S 1.680 1.101 -6.468 1.11
C 2.650 2.485 -6.747 -0.35
C 3.106 3.025 -5.584 -0.15
C 2.629 2.314 -4.457 -0.12
C 1.885 1.215 -4.791 -0.53
C 1.352 0.278 -3.800 -0.15
C 1.214 0.655 -2.458 -0.04
N 0.681 -0.128 -1.504 -0.03
C 0.125 -1.301 -1.846 -0.15
C 0.245 -1.810 -3.142 -0.09
C -0.296 -3.091 -3.450 0.03
C -0.804 -3.887 -2.490 0.04
C -0.939 -3.405 -1.149 -0.10
C -1.458 -4.133 -0.113 0.09
C -1.603 -3.603 1.172 -0.17
C -1.201 -2.294 1.324 -0.04
N -0.622 -1.580 0.370 -0.03
C -0.474 -2.109 -0.862 -0.13
C -2.190 -4.344 2.284 -0.50
C -2.013 -4.135 3.621 -0.10
C -2.728 -5.113 4.377 -0.14
C -3.398 -6.000 3.582 -0.38
S -3.163 -5.718 1.948 1.12
C 0.924 -1.018 -4.098 0.11
H 2.822 2.810 -7.753 0.08
H 3.775 3.916 -5.536 0.14
H 2.877 2.613 -3.432 0.12
H 1.525 1.650 -2.101 0.13
H -0.164 -3.453 -4.473 0.15
H -1.099 -4.899 -2.708 0.14
H -1.724 -5.163 -0.257 0.12
H -1.339 -1.762 2.304 0.13
H -1.448 -3.359 4.106 0.10
H -2.802 -5.111 5.460 0.12
H -3.992 -6.885 3.888 0.11
H 1.073 -1.422 -5.100 0.14
O -0.310 2.529 2.310 -0.36
S -0.313 3.705 1.387 0.78
O 0.661 4.662 1.694 -0.16
N -0.104 2.814 -0.055 -0.13
C -1.348 2.524 -0.495 -0.50
O -1.606 1.361 -0.867 0.03
C -2.362 3.500 -0.097 -0.13
C -3.634 3.701 -0.577 0.05
C -4.452 4.668 0.007 0.00
C -4.017 5.380 1.083 0.00
C -2.772 5.104 1.681 0.03
C -1.928 4.262 0.994 -0.20
H -3.921 3.179 -1.473 0.14
H -5.466 4.887 -0.342 0.15
H -4.618 6.133 1.570 0.14
H -2.526 5.591 2.617 0.14
```

The calculation puts the LUMO energy at -11.3 eV. The net charge is +3.

No. 4
Entry from OMol25: a single C7H14 molecule (ωB97M-V/def2-TZVPD).

```
21
Properties=species:S:1:pos:R:3:lowdin_charge:R:1
C -1.416 1.651 0.406 -0.10
C -1.325 0.135 0.229 -0.21
C 0.062 -0.436 0.473 -0.48
C 0.610 -0.143 1.856 -0.04
C 0.381 -1.777 -0.137 -0.07
C 1.068 -0.538 -0.651 -0.28
C 0.821 -0.037 -2.057 -0.07
H -2.409 2.019 0.123 0.07
H -1.247 1.936 1.451 0.07
H -0.669 2.166 -0.211 0.08
H -2.018 -0.352 0.931 0.12
H -1.667 -0.140 -0.775 0.10
H 0.887 0.908 1.970 0.08
H 1.497 -0.746 2.058 0.08
H -0.135 -0.377 2.623 0.09
H 0.960 -2.489 0.447 0.10
H -0.376 -2.235 -0.774 0.11
H 2.104 -0.426 -0.326 0.13
H 1.036 1.035 -2.151 0.07
H -0.217 -0.203 -2.367 0.07
H 1.463 -0.568 -2.769 0.08
```

The calculation puts the energy relative to the best compared isomer or geometry (same formula, charge and spin) at 16.4 kcal/mol. The calculation puts the LUMO energy at 1.1 eV.